The following is a DFT calculation (wB97M-V/def2-TZVPD) of 14 unconnected molecules or ions with the total composition C32H59N15O28S in a non-equilibrium geometry.

- LUMO energy (eV) = -0.46
- frontier orbital gap (eV) = 7.33
- HOMO level (eV) = -7.796
- spin multiplicity = 1

```
135
Properties=species:S:1:pos:R:3:forces:R:3
C 3.133403 1.945315 3.263808 0.67 0.74 0.65
N 3.959466 0.817117 2.730418 -0.31 -2.70 0.89
C 3.245096 -0.008233 1.713370 -1.70 0.16 -0.85
C 4.583158 0.020860 3.781857 2.35 2.45 2.15
O 5.403909 0.623199 4.552638 -3.06 -2.10 -2.44
C 4.320483 -1.525099 4.074052 -0.29 -0.13 -0.23
C 2.783522 -1.895581 4.296568 -2.96 -1.40 -0.58
C 1.829185 -1.225937 5.308204 -1.03 -2.21 -1.94
C 0.333532 -1.625654 5.410133 1.72 -1.80 -2.62
C -0.267287 -2.709507 4.474219 4.11 1.18 0.11
C 0.731230 -3.403464 3.470675 0.11 2.09 1.56
C 2.220406 -3.028617 3.359470 -2.87 1.94 2.65
S -0.072212 -4.693966 2.386295 -0.54 1.72 0.39
C -1.677261 -3.839146 1.955424 -2.10 1.73 0.53
C -2.286137 -3.889754 0.537421 -1.38 2.06 2.95
C -3.605997 -3.104546 0.277902 2.00 -0.14 3.51
C -4.260721 -2.291594 1.445893 2.67 -1.78 -0.23
C -3.650294 -2.260182 2.892014 1.10 -1.61 -2.46
C -4.399276 -1.383452 3.988887 0.94 2.44 -1.36
C -4.114063 0.272397 3.593660 -3.18 -0.09 2.06
C -5.428837 1.031277 2.842581 2.49 0.67 -0.24
O -4.922783 1.272329 4.370108 4.49 -2.53 -2.59
C -2.321430 -3.059769 3.164355 -2.12 0.38 -3.24
N -1.694806 -3.073342 4.520509 1.44 1.07 -2.29
H 3.141600 1.852814 4.415604 -0.28 0.37 -1.87
H 3.631990 2.950641 3.000967 -0.94 -1.47 0.35
H 2.077948 1.895330 2.835026 1.41 0.08 0.65
H 2.147526 -0.142524 2.065174 1.64 -0.14 -0.66
H 3.175488 0.538957 0.696580 0.32 -0.82 1.83
H 3.695908 -1.036015 1.517661 -0.39 1.51 0.50
H 4.933030 -1.820741 5.003745 -0.90 0.79 -1.50
H 4.757417 -2.120172 3.183836 -0.92 0.77 1.43
H 2.195866 -0.392761 6.004447 -0.49 -1.45 -1.22
H -0.349364 -1.124567 6.168865 1.11 -0.65 -1.12
H 2.872236 -3.557253 2.587286 -1.03 0.90 1.25
H -1.730898 -4.501073 -0.265077 -1.03 1.19 1.38
H -4.033789 -3.141999 -0.780139 0.47 0.22 1.87
H -5.222014 -1.712778 1.154101 1.93 -1.10 0.99
H -5.534955 -1.397302 3.921423 1.63 -0.47 0.22
H -3.998442 -1.490941 5.050150 -0.66 -0.10 -1.40
H -3.011335 0.564999 3.214262 -2.73 -0.46 0.87
H -4.651545 1.369298 2.022069 -0.21 0.68 1.31
H -5.798763 2.093899 2.967782 -1.29 -1.53 -0.66
H -2.149402 -2.386565 5.138498 0.08 -0.62 -0.51
C 3.934041 4.803777 -0.302148 0.04 0.35 0.02
N 3.180666 3.537471 -0.120022 -0.16 0.01 0.09
O 1.981719 3.621263 0.088960 0.57 -0.31 -0.15
O 3.817167 2.498828 -0.193338 -0.37 0.47 -0.09
H 3.242967 5.640129 -0.211932 0.03 -0.20 0.01
H 4.697180 4.848886 0.474300 -0.02 -0.11 -0.13
H 4.380261 4.777117 -1.295712 0.04 -0.03 0.15
C -0.940612 4.115477 1.185107 -0.12 -0.32 0.16
N -1.499805 5.304591 0.490407 -0.11 0.06 -0.05
O -2.711262 5.351258 0.342653 0.51 0.20 -0.06
O -0.703159 6.150633 0.116840 -0.51 -0.31 0.09
H -1.758764 3.451380 1.458545 0.03 0.20 -0.09
H -0.258657 3.622311 0.494752 0.01 0.16 0.16
H -0.417400 4.468741 2.073764 0.12 -0.04 -0.21
C -0.031437 5.664334 6.073050 0.09 0.33 0.14
N 0.154963 4.723680 4.937564 0.05 -0.18 -0.13
O 0.855802 5.095681 4.008908 -0.33 -0.31 0.27
O -0.408316 3.645037 5.017193 0.32 0.51 -0.20
H 0.523524 6.577678 5.866664 -0.05 -0.19 -0.07
H -1.097745 5.871089 6.156482 0.10 -0.15 0.06
H 0.348432 5.176056 6.969663 -0.17 -0.02 -0.09
C 1.327649 -8.480797 0.156416 -0.10 -0.31 0.17
N 0.839870 -7.248155 -0.515157 -0.13 0.25 -0.09
O -0.366465 -7.142201 -0.683925 0.63 0.17 0.00
O 1.684854 -6.433578 -0.847392 -0.60 -0.38 0.09
H 0.473374 -9.111652 0.395213 0.07 0.17 -0.08
H 2.000094 -8.987339 -0.534959 0.02 0.15 0.11
H 1.848150 -8.176230 1.063679 0.05 0.01 -0.18
C 2.099246 -5.441746 -4.022262 0.00 -0.40 0.27
N 2.182522 -5.699977 -5.483911 0.10 -0.28 -0.04
O 2.395838 -6.847043 -5.840501 -0.13 0.63 -0.10
O 2.030541 -4.739913 -6.224106 0.09 -0.50 0.15
H 2.252798 -6.379098 -3.491066 0.03 0.10 -0.22
H 2.878191 -4.723958 -3.769893 -0.23 0.04 -0.04
H 1.110181 -5.039933 -3.815974 0.25 0.05 -0.05
C -9.075134 -3.389754 0.621132 -0.29 -0.19 0.05
N -7.738613 -2.886576 1.030497 0.24 0.02 0.17
O -7.377986 -3.117127 2.172797 -0.04 0.24 -0.54
O -7.098128 -2.276879 0.188991 -0.40 -0.27 0.39
H -9.527712 -3.908681 1.464068 0.18 0.10 -0.07
H -9.675347 -2.528234 0.330676 0.15 -0.08 -0.09
H -8.927165 -4.070096 -0.216832 0.01 0.17 0.02
C 1.826226 6.885693 -3.852749 -0.26 0.22 0.00
N 3.128433 6.617898 -3.190052 -0.13 0.56 0.20
O 3.569003 7.478954 -2.447536 0.04 -0.75 -0.35
O 3.667278 5.547664 -3.438762 0.11 0.49 0.24
H 1.469091 7.865581 -3.540986 0.15 -0.17 0.07
H 1.994282 6.859010 -4.931462 -0.12 -0.12 0.38
H 1.132154 6.105361 -3.541243 0.12 0.01 -0.06
C 3.809048 5.408457 -8.098675 0.19 -0.22 -0.23
N 2.556275 5.739787 -7.371720 -0.31 -0.45 -0.16
O 1.626529 4.960392 -7.473014 0.39 0.68 0.26
O 2.550934 6.776491 -6.721236 0.03 -0.35 -0.54
H 3.668687 4.467960 -8.628265 -0.09 0.13 0.17
H 4.007152 6.219812 -8.798215 0.02 0.00 0.19
H 4.604135 5.320205 -7.359110 -0.09 0.13 -0.07
C -3.842054 -7.022367 0.345143 0.17 0.25 0.17
N -5.157246 -7.236231 -0.314328 -0.23 0.00 -0.07
O -5.927289 -6.289431 -0.351546 0.20 -0.52 -0.09
O -5.370752 -8.347347 -0.771620 -0.03 0.57 0.17
H -3.790865 -5.995352 0.702552 -0.11 -0.15 -0.08
H -3.773531 -7.723529 1.176182 0.02 -0.04 -0.19
H -3.067356 -7.211460 -0.397431 -0.07 -0.11 0.11
C 1.739634 -1.580058 -4.982904 0.28 -0.65 -0.20
N 1.015346 -1.776178 -3.697523 -0.09 0.06 0.14
O 0.960588 -2.914029 -3.250315 -0.19 0.86 0.06
O 0.528230 -0.785566 -3.180569 0.17 -0.69 -0.04
H 2.116650 -2.543550 -5.322188 -0.18 0.05 0.15
H 1.032370 -1.169263 -5.700171 0.16 0.06 0.17
H 2.558710 -0.889953 -4.796292 -0.24 -0.07 -0.04
C 6.386444 0.587952 -1.060786 0.03 0.27 0.13
N 6.564618 -0.358536 -2.192803 0.14 -0.11 -0.25
O 7.268588 0.003421 -3.121640 -0.38 -0.32 0.33
O 5.990518 -1.432327 -2.108804 0.28 0.47 -0.14
H 6.949701 1.495590 -1.269616 -0.06 -0.19 -0.06
H 5.322524 0.805194 -0.978592 0.13 -0.13 0.09
H 6.761510 0.099896 -0.161887 -0.17 -0.01 -0.08
C 2.058859 2.996793 -4.110732 0.14 0.32 0.02
N 2.226271 2.088213 -5.275334 -0.09 -0.06 -0.16
O 2.973159 2.452796 -6.168932 -0.30 -0.33 0.29
O 1.600849 1.039253 -5.250276 0.42 1.19 -0.34
H 2.669621 3.884727 -4.267390 -0.13 -0.32 -0.05
H 1.003500 3.259997 -4.048902 0.05 -0.21 0.06
H 2.384555 2.455861 -3.222570 -0.18 -0.04 -0.06
C -6.718900 3.988907 -0.233689 0.33 0.14 -0.02
N -7.489464 2.751017 0.055583 -0.06 -0.36 0.06
O -6.853451 1.736840 0.289277 -0.46 0.41 -0.16
O -8.706189 2.842659 0.037452 0.54 -0.12 0.02
H -5.655697 3.760411 -0.183446 -0.18 -0.04 0.02
H -6.995150 4.321652 -1.233444 -0.08 0.02 0.17
H -6.990671 4.728370 0.518676 -0.08 -0.05 -0.16
```
Forces are in eV/Å.

Here are the Löwdin charges for atoms 1 to 99, given in e:
1 C -0.07
2 N -0.16
3 C -0.10
4 C -0.37
5 O 0.00
6 C -0.09
7 C -0.17
8 C -0.02
9 C -0.01
10 C -0.19
11 C -0.39
12 C -0.03
13 S 0.84
14 C -0.40
15 C -0.09
16 C -0.05
17 C 0.00
18 C -0.11
19 C -0.08
20 C -0.15
21 C -0.09
22 O -0.18
23 C -0.13
24 N 0.03
25 H 0.10
26 H 0.09
27 H 0.09
28 H 0.10
29 H 0.07
30 H 0.09
31 H 0.13
32 H 0.12
33 H 0.10
34 H 0.09
35 H 0.10
36 H 0.10
37 H 0.10
38 H 0.08
39 H 0.12
40 H 0.10
41 H 0.17
42 H 0.06
43 H 0.12
44 H 0.09
45 C 0.05
46 N -0.41
47 O 0.06
48 O 0.03
49 H 0.10
50 H 0.11
51 H 0.08
52 C 0.05
53 N -0.44
54 O 0.05
55 O 0.05
56 H 0.09
57 H 0.08
58 H 0.07
59 C 0.05
60 N -0.44
61 O 0.05
62 O 0.06
63 H 0.10
64 H 0.10
65 H 0.10
66 C 0.05
67 N -0.43
68 O 0.04
69 O 0.05
70 H 0.10
71 H 0.10
72 H 0.10
73 C 0.03
74 N -0.43
75 O 0.06
76 O 0.05
77 H 0.08
78 H 0.10
79 H 0.08
80 C 0.05
81 N -0.42
82 O 0.06
83 O 0.04
84 H 0.10
85 H 0.10
86 H 0.10
87 C 0.06
88 N -0.41
89 O 0.08
90 O 0.02
91 H 0.10
92 H 0.06
93 H 0.10
94 C 0.05
95 N -0.42
96 O 0.08
97 O 0.02
98 H 0.10
99 H 0.10